{
  "formula": "C38H55N7O4P2Rb",
  "method": "ωB97M-V with the def2-TZVPD basis set",
  "total_energy_ha": -2872.01597,
  "total_charge": -1,
  "orbital_gap_ev": 5.59,
  "species": ["Rb", "C", "C", "C", "P", "C", "C", "C", "C", "C", "C", "C", "C", "C", "C", "N", "C", "C", "C", "C", "C", "C", "C", "P", "C", "C", "C", "C", "C", "C", "H", "H", "H", "H", "H", "H", "H", "H", "H", "H", "H", "H", "H", "H", "H", "H", "H", "H", "H", "H", "H", "H", "H", "H", "H", "H", "H", "H", "H", "H", "H", "H", "H", "H", "H", "H", "H", "H", "H", "H", "N", "C", "C", "C", "C", "C", "N", "C", "C", "C", "C", "C", "N", "H", "H", "H", "H", "H", "H", "H", "H", "H", "O", "N", "O", "O", "C", "N", "C", "N", "O", "H", "H", "H", "H", "H", "H"],
  "positions_angstrom": [[1.42, 0.70, -0.10], [-1.22, 3.86, -2.62], [-0.31, 2.80, -3.27], [-0.23, 2.83, -4.76], [-0.63, 1.07, -2.48], [-0.33, -0.34, -3.57], [-0.37, -1.62, -2.68], [-1.10, -0.59, -4.85], [-2.40, 0.96, -2.16], [-3.37, 1.39, -3.11], [-4.73, 1.16, -2.85], [-5.85, 1.42, -3.88], [-5.12, 0.56, -1.66], [-4.15, 0.23, -0.68], [-2.76, 0.32, -0.92], [-1.82, -0.06, 0.00], [-2.08, -1.01, 0.90], [-2.96, -2.18, 0.73], [-3.06, -3.27, 1.54], [-2.38, -3.23, 2.80], [-2.40, -4.29, 3.82], [-1.61, -2.04, 3.03], [-1.45, -0.93, 2.21], [-0.56, 0.57, 2.66], [0.08, 0.16, 4.33], [0.44, 1.42, 5.04], [1.30, -0.75, 4.18], [-1.92, 1.69, 3.22], [-2.70, 1.07, 4.37], [-2.81, 2.08, 2.07], [-0.71, 4.89, -2.73], [-1.33, 3.52, -1.54], [-2.19, 3.97, -3.13], [0.70, 2.94, -2.90], [-1.28, 2.81, -5.08], [0.32, 1.97, -5.16], [0.39, 3.72, -5.13], [0.73, -0.19, -3.78], [-1.41, -1.82, -2.50], [-0.02, -1.45, -1.66], [0.07, -2.47, -3.22], [-2.18, -0.65, -4.62], [-0.78, -1.47, -5.42], [-0.96, 0.31, -5.45], [-3.02, 1.86, -4.05], [-6.58, 0.59, -3.82], [-5.48, 1.51, -4.93], [-6.28, 2.37, -3.62], [-6.18, 0.52, -1.36], [-4.45, -0.20, 0.26], [-3.52, -2.27, -0.19], [-3.67, -4.10, 1.25], [-3.23, -4.11, 4.48], [-1.53, -4.20, 4.50], [-2.52, -5.28, 3.34], [-1.15, -1.94, 3.97], [-0.57, -0.51, 4.89], [1.12, 1.91, 4.33], [1.02, 1.29, 6.00], [-0.45, 1.96, 5.21], [2.05, -0.24, 3.57], [0.99, -1.67, 3.62], [1.69, -0.96, 5.15], [-1.37, 2.59, 3.57], [-2.98, 0.07, 4.04], [-3.65, 1.60, 4.50], [-2.13, 0.97, 5.25], [-3.37, 1.19, 1.77], [-2.25, 2.38, 1.22], [-3.54, 2.83, 2.44], [3.39, -3.70, -1.91], [3.93, -2.47, -2.47], [4.27, -1.34, -1.74], [4.64, -0.24, -2.46], [4.84, -0.32, -3.82], [4.61, -1.57, -4.41], [4.15, -2.64, -3.80], [2.45, -3.70, -0.88], [1.71, -4.90, -0.68], [0.81, -5.09, 0.36], [0.69, -3.97, 1.22], [1.42, -2.84, 0.84], [2.35, -2.67, -0.08], [3.45, -4.47, -2.54], [4.15, -1.37, -0.64], [4.88, 0.73, -1.96], [5.09, 0.50, -4.44], [4.68, -1.71, -5.48], [1.87, -5.72, -1.46], [0.17, -5.92, 0.37], [-0.04, -3.91, 2.01], [1.14, -1.97, 1.48], [2.94, 3.60, -2.12], [3.30, 3.65, -0.97], [4.52, 3.63, -0.69], [2.43, 3.74, -0.02], [4.20, 3.74, 3.19], [3.73, 2.79, 2.20], [4.05, 1.50, 2.30], [4.70, 1.07, 3.49], [3.73, 0.65, 1.47], [3.76, 4.72, 3.07], [5.30, 3.82, 3.19], [3.98, 3.44, 4.21], [3.21, 3.00, 1.27], [5.36, 1.62, 3.98], [4.91, 0.04, 3.53]]
}

{
  "formula": "CHF3N2S",
  "method": "ωB97M-V with the def2-TZVPD basis set",
  "total_energy_ha": -845.83345,
  "total_charge": 0,
  "orbital_gap_ev": [7.20, 7.20],
  "species": ["C", "N", "N", "F", "F", "F", "S", "H"],
  "positions_angstrom": [[-0.72, -0.07, -0.91], [1.36, -0.33, 1.03], [0.43, 0.49, 1.02], [-1.90, 0.53, -0.96], [-0.74, -1.39, -1.01], [0.15, 0.41, -1.78], [0.15, 1.69, 2.00], [1.26, -1.34, 0.63]]
}

{
  "formula": "C5H8N2",
  "method": "ωB97M-V with the def2-TZVPD basis set",
  "total_energy_ha": -304.66386,
  "total_charge": 0,
  "smiles": "[H]/N=C(/C)CC=C=N",
  "orbital_gap_ev": [7.12, 7.12],
  "species": ["H", "N", "C", "C", "C", "C", "C", "N", "H", "H", "H", "H", "H", "H", "H"],
  "positions_angstrom": [[-0.09, 1.37, 1.87], [0.75, 1.26, 1.30], [0.50, 0.61, 0.21], [1.63, 0.39, -0.77], [-1.05, 0.79, -0.40], [-1.55, -0.54, -0.06], [-0.51, -1.27, 0.40], [0.08, -2.29, 0.71], [2.26, 1.27, -0.84], [2.24, -0.44, -0.39], [1.26, 0.11, -1.76], [-0.76, 0.92, -1.44], [-1.63, 1.63, 0.00], [-2.59, -0.82, 0.02], [-0.51, -2.99, 1.15]]
}

{
  "formula": "C17H34O7",
  "method": "ωB97M-V with the def2-TZVPD basis set",
  "total_energy_ha": -1194.58649,
  "total_charge": 0,
  "smiles": "CCOC(C)=O.CCOC(C)=O.CC(C)=O.CC(C)=O.CC(C)=O",
  "orbital_gap_ev": 9.86,
  "species": ["C", "C", "O", "C", "C", "O", "H", "H", "H", "H", "H", "H", "H", "H", "C", "C", "O", "C", "C", "O", "H", "H", "H", "H", "H", "H", "H", "H", "C", "C", "C", "O", "H", "H", "H", "H", "H", "H", "C", "C", "C", "O", "H", "H", "H", "H", "H", "H", "C", "C", "C", "O", "H", "H", "H", "H", "H", "H"],
  "positions_angstrom": [[1.54, 3.91, 1.74], [0.37, 3.82, 2.61], [-0.36, 2.63, 2.33], [-1.40, 2.16, 3.08], [-1.94, 0.84, 2.50], [-1.92, 2.84, 3.99], [2.39, 3.01, 1.91], [1.94, 4.82, 1.90], [1.33, 3.83, 0.65], [0.89, 3.63, 3.49], [-0.14, 4.77, 2.76], [-2.89, 0.96, 2.81], [-1.76, 0.05, 3.10], [-1.72, 0.69, 1.37], [-1.52, -1.87, 5.29], [-0.66, -2.44, 4.04], [-1.50, -2.46, 2.79], [-0.83, -2.76, 1.65], [-1.79, -2.84, 0.53], [0.38, -2.97, 1.48], [-1.11, -1.98, 6.25], [-2.43, -2.38, 5.25], [-1.68, -0.82, 5.05], [0.10, -1.70, 4.01], [-0.21, -3.38, 4.28], [-1.43, -3.12, -0.48], [-2.24, -1.87, 0.42], [-2.55, -3.67, 0.59], [0.73, 0.50, -0.59], [-0.16, 0.20, -1.76], [0.49, -0.20, -3.14], [-1.43, -0.02, -1.65], [0.40, 1.19, 0.04], [1.66, 0.88, -0.75], [0.97, -0.51, -0.15], [1.11, -1.21, -3.12], [1.07, 0.51, -3.67], [-0.34, -0.37, -3.83], [1.72, -5.26, -0.33], [2.45, -5.25, -1.71], [2.22, -4.05, -2.51], [3.06, -6.24, -2.09], [0.73, -5.17, -0.35], [2.09, -4.48, 0.35], [1.77, -6.09, 0.29], [2.56, -3.29, -2.10], [1.00, -3.92, -2.67], [2.64, -4.13, -3.45], [-0.15, 3.72, -3.06], [-0.72, 3.93, -4.48], [-0.51, 5.20, -5.22], [-1.23, 2.81, -5.03], [1.02, 3.79, -3.31], [-0.31, 2.91, -2.61], [-0.40, 4.67, -2.44], [-1.24, 5.13, -6.06], [0.49, 5.08, -5.46], [-0.54, 5.96, -4.50]]
}

{
  "formula": "C25H15Cl4O6S2",
  "method": "ωB97M-V with the def2-TZVPD basis set",
  "total_energy_ha": -4050.25160,
  "total_charge": -1,
  "smiles": "O=S(=O)(c1ccccc1)C(Oc1c([O-])c(Cl)c(Cl)c(Cl)c1Cl)(c1ccccc1)S(=O)(=O)c1ccccc1",
  "orbital_gap_ev": 6.52,
  "species": ["O", "S", "O", "C", "C", "C", "C", "C", "C", "C", "O", "C", "C", "O", "C", "Cl", "C", "Cl", "C", "Cl", "C", "Cl", "C", "C", "C", "C", "C", "C", "S", "O", "O", "C", "C", "C", "C", "C", "C", "H", "H", "H", "H", "H", "H", "H", "H", "H", "H", "H", "H", "H", "H", "H"],
  "positions_angstrom": [[2.47, -2.00, -2.66], [2.03, -3.16, -1.91], [2.69, -4.43, -2.07], [0.29, -3.33, -2.31], [-0.18, -4.54, -2.82], [-1.56, -4.70, -3.02], [-2.42, -3.63, -2.77], [-1.92, -2.40, -2.33], [-0.55, -2.24, -2.14], [2.19, -2.72, -0.09], [1.53, -1.47, -0.05], [1.15, -1.16, 1.24], [-0.20, -1.57, 1.58], [-0.85, -2.32, 0.82], [-0.75, -0.99, 2.80], [-2.28, -1.56, 3.30], [-0.10, 0.04, 3.46], [-0.88, 0.88, 4.73], [1.23, 0.39, 3.09], [2.15, 1.44, 4.07], [1.81, -0.17, 1.93], [3.28, 0.47, 1.32], [3.63, -2.64, 0.35], [3.92, -2.81, 1.70], [5.25, -2.83, 2.13], [6.28, -2.59, 1.22], [5.98, -2.27, -0.10], [4.65, -2.28, -0.54], [1.32, -4.24, 0.77], [1.15, -3.93, 2.18], [0.22, -4.73, -0.02], [2.48, -5.62, 0.69], [2.37, -6.54, -0.36], [3.39, -7.47, -0.55], [4.45, -7.54, 0.37], [4.46, -6.71, 1.49], [3.42, -5.80, 1.69], [0.53, -5.35, -3.02], [-1.94, -5.66, -3.36], [-3.50, -3.75, -2.90], [-2.58, -1.57, -2.10], [-0.13, -1.28, -1.86], [3.11, -2.97, 2.40], [5.47, -3.05, 3.18], [7.32, -2.63, 1.56], [6.77, -2.02, -0.82], [4.39, -2.01, -1.56], [1.50, -6.53, -1.01], [3.35, -8.12, -1.43], [5.25, -8.26, 0.21], [5.27, -6.76, 2.22], [3.36, -5.20, 2.59]]
}

{
  "formula": "C5H10N",
  "method": "ωB97M-V with the def2-TZVPD basis set",
  "total_energy_ha": -250.87056,
  "total_charge": 1,
  "orbital_gap_ev": [8.19, 8.78],
  "species": ["C", "C", "C", "C", "C", "N", "H", "H", "H", "H", "H", "H", "H", "H", "H", "H"],
  "positions_angstrom": [[-1.49, -1.01, -0.15], [-0.21, -1.26, 0.60], [0.64, -0.61, -0.46], [-0.71, 0.24, -0.72], [1.94, 0.05, -0.09], [-0.87, 1.47, 0.11], [-1.72, -1.70, -0.95], [-2.38, -0.83, 0.45], [-0.11, -1.04, 1.65], [0.75, -1.26, -1.33], [1.83, 0.94, 0.52], [2.48, 0.32, -0.99], [2.56, -0.65, 0.47], [-0.90, 2.27, -0.54], [-0.07, 1.62, 0.76], [-1.74, 1.45, 0.65]]
}